Record 1
A cluster of 3 separate species, C26H38F9IN2O12PS in total at a distorted geometry, computed with ωB97M-V with the def2-TZVPD basis set.

Charge: +1
Frontier orbital gap: 7.57 eV

Structure (XYZ):
```
90
Properties=species:S:1:pos:R:3:mulliken_charge:R:1
C -3.381 -3.003 1.419 -0.507
C -2.163 -3.344 2.432 -0.308
C -0.976 -4.201 1.778 -0.523
O 0.114 -3.411 1.225 -0.294
C -0.308 -3.034 -0.107 0.247
C 0.844 -2.365 -0.982 0.369
C 2.294 -2.782 -1.291 -0.957
I 3.252 -4.556 -0.510 0.216
N 2.926 -1.783 -2.180 0.372
C 4.309 -1.749 -2.746 -0.689
C 4.730 -0.273 -3.248 -0.746
C 4.285 0.044 -4.765 -0.629
P 4.297 1.929 -5.070 0.981
O 5.749 2.445 -5.013 -0.732
O 3.733 2.168 -6.686 -0.406
C 2.316 1.830 -6.788 0.163
C 1.646 2.331 -8.172 -1.124
O 3.250 2.704 -3.973 -0.233
C 3.007 4.096 -4.332 -0.413
C 1.485 4.546 -3.949 -0.724
C 1.938 -0.753 -2.434 -0.299
N 0.743 -1.104 -1.710 0.060
S -0.527 0.057 -1.871 0.924
O -0.493 0.550 -3.309 -0.551
O -1.905 -0.475 -1.634 -0.547
C -0.120 1.581 -0.832 0.321
F -1.145 2.527 -1.164 -0.257
F 1.095 2.159 -1.272 -0.069
C -0.206 1.322 0.751 0.615
F -0.016 -0.088 1.002 -0.263
F -1.545 1.588 1.159 -0.256
C 0.900 2.078 1.630 0.552
F 0.704 1.680 2.996 -0.200
F 2.234 1.652 1.311 -0.249
C 0.841 3.684 1.570 0.549
F -0.424 4.217 1.268 -0.218
F 1.818 4.169 0.683 -0.200
F 1.158 4.149 2.886 -0.235
H -3.208 -3.386 0.350 0.265
H -4.408 -3.365 1.784 0.023
H -3.424 -1.846 1.363 0.144
H -1.782 -2.408 2.995 0.244
H -2.624 -4.012 3.258 0.281
H -0.511 -4.822 2.637 0.338
H -1.428 -4.963 1.054 0.316
H -0.755 -3.904 -0.707 0.475
H -1.125 -2.225 0.031 0.029
H 4.314 -2.507 -3.621 0.314
H 5.112 -2.103 -2.001 0.462
H 5.883 -0.204 -3.234 0.424
H 4.359 0.545 -2.534 0.343
H 5.050 -0.408 -5.494 0.414
H 3.232 -0.333 -5.007 0.316
H 2.155 0.682 -6.757 0.190
H 1.671 2.259 -5.942 0.067
H 2.092 3.334 -8.528 0.304
H 0.532 2.481 -7.970 0.317
H 1.820 1.519 -8.963 0.305
H 3.132 4.333 -5.442 0.331
H 3.723 4.761 -3.743 0.388
H 0.984 3.823 -3.222 -0.037
H 0.865 4.752 -4.895 0.279
H 1.576 5.553 -3.394 0.337
H 2.019 0.189 -3.068 0.367
C -8.397 -4.125 1.506 -1.289
C -7.501 -5.205 2.088 0.538
C -8.163 -6.083 3.109 -0.643
O -7.053 -6.533 3.881 -0.305
C -6.104 -5.558 3.798 0.580
O -5.115 -5.515 4.472 -0.530
O -6.433 -4.637 2.848 -0.338
H -9.323 -4.009 2.077 0.342
H -7.895 -3.155 1.485 0.332
H -8.687 -4.384 0.485 0.339
H -7.049 -5.792 1.281 0.290
H -8.693 -6.926 2.663 0.314
H -8.843 -5.543 3.775 0.357
C 1.875 2.654 5.626 -0.977
C 1.624 3.308 6.975 0.536
C 1.117 4.718 6.902 -0.480
O 1.541 5.254 8.151 -0.332
C 2.661 4.561 8.509 0.570
O 3.388 4.866 9.408 -0.518
O 2.841 3.477 7.700 -0.386
H 1.858 3.379 4.812 0.033
H 2.841 2.145 5.600 0.371
H 1.094 1.921 5.411 0.291
H 0.969 2.674 7.582 0.280
H 0.031 4.774 6.804 0.318
H 1.581 5.309 6.105 0.327
```



Record 2
An isolated molecule of C8H18O2 at a distorted geometry, computed with ωB97M-V with the def2-TZVPD basis set.

SMILES string: CC(C)(C)OOC(C)(C)C
Frontier orbital gap: 10.31 eV

Structure (XYZ):
```
28
Properties=species:S:1:pos:R:3:nbo_charge:R:1
C -1.616 0.771 -1.162 -0.661
C -1.746 -0.091 0.052 0.212
C -2.198 -1.478 -0.392 -0.642
C -2.760 0.538 0.984 -0.632
O -0.415 -0.196 0.806 -0.302
O 0.465 -0.646 -0.290 -0.289
C 1.764 -0.087 0.020 0.191
C 2.015 -0.248 1.446 -0.667
C 1.768 1.388 -0.230 -0.647
C 2.833 -0.808 -0.728 -0.617
H -0.537 0.485 -1.741 0.256
H -2.446 0.631 -1.905 0.225
H -1.601 1.972 -0.915 0.210
H -2.047 -2.237 0.503 0.227
H -1.577 -1.833 -1.362 0.232
H -3.305 -1.371 -0.569 0.214
H -3.732 0.664 0.441 0.223
H -2.311 1.498 1.265 0.223
H -2.993 -0.096 1.916 0.219
H 1.109 -0.185 2.157 0.266
H 2.968 0.168 1.855 0.225
H 1.920 -1.371 1.588 0.209
H 1.830 1.645 -1.294 0.203
H 0.920 1.928 0.138 0.227
H 2.597 1.992 0.083 0.218
H 2.779 -1.815 -0.292 0.221
H 3.842 -0.261 -0.501 0.235
H 2.474 -0.959 -1.872 0.222
```



Record 3
A cluster of 7 separate species, C30H42BrN2O14 in total, computed with ωB97M-V with the def2-TZVPD basis set.

Charge: +1
Frontier orbital gap: 6.51 eV

Structure (XYZ):
```
89
Properties=species:S:1:pos:R:3:mulliken_charge:R:1
O -1.441 -0.794 -1.260 -0.345
C -1.654 0.218 -1.803 0.296
Br -0.907 1.895 -1.185 -0.125
C -2.556 0.382 -3.012 -0.967
C -3.815 1.081 -2.605 0.284
C -3.979 2.452 -2.760 -0.873
N -5.094 3.046 -2.378 0.478
N -6.146 2.444 -1.834 -0.783
C -6.030 1.157 -1.664 -0.416
C -4.885 0.414 -2.030 0.981
O -4.811 -0.897 -1.760 -0.409
H -2.778 -0.617 -3.374 0.390
H -2.035 0.963 -3.768 0.486
H -3.220 3.060 -3.226 0.766
H -5.191 4.046 -2.510 0.312
H -6.870 0.649 -1.211 0.536
H -5.576 -1.392 -2.083 0.343
O -3.447 3.508 -5.398 -0.575
C -4.266 2.945 -6.075 0.524
O -5.402 2.442 -5.536 -0.287
C -6.165 1.743 -6.553 -0.475
C -5.682 2.321 -7.876 -0.523
C -4.225 2.663 -7.558 -0.424
H -5.951 0.676 -6.463 0.275
H -7.222 1.910 -6.364 0.329
H -5.808 1.634 -8.708 0.338
H -6.233 3.233 -8.103 0.277
H -3.552 1.821 -7.727 0.259
H -3.853 3.530 -8.096 0.333
O 5.470 3.634 -2.449 -0.570
C 4.719 3.097 -1.693 0.489
O 4.391 1.784 -1.806 -0.372
C 3.401 1.431 -0.827 -0.324
C 3.531 2.473 0.274 0.332
C 3.981 3.704 -0.512 -0.503
H 2.419 1.456 -1.312 0.136
H 3.597 0.420 -0.479 0.326
H 2.613 2.613 0.843 0.360
H 4.309 2.170 0.967 -0.353
H 3.141 4.285 -0.899 0.252
H 4.642 4.359 0.047 0.311
O -0.353 1.573 4.305 -0.565
C -1.140 0.922 3.692 0.421
O -2.238 0.367 4.269 -0.359
C -2.951 -0.438 3.322 -0.567
C -2.538 0.095 1.953 0.032
C -1.105 0.560 2.215 -0.116
H -2.658 -1.481 3.463 0.274
H -4.015 -0.342 3.522 0.335
H -2.631 -0.648 1.163 0.075
H -3.161 0.955 1.692 0.146
H -0.381 -0.243 2.069 0.204
H -0.824 1.421 1.620 0.119
O 4.089 0.717 3.267 -0.574
C 5.258 0.510 3.111 0.530
O 5.890 0.811 1.953 -0.428
C 7.260 0.354 1.997 -0.469
C 7.592 0.244 3.482 -0.690
C 6.232 -0.121 4.079 -0.004
H 7.314 -0.608 1.485 0.258
H 7.879 1.073 1.467 0.367
H 8.381 -0.474 3.691 0.372
H 7.910 1.216 3.860 0.296
H 6.058 -1.199 4.083 0.283
H 6.083 0.277 5.075 -0.024
O 4.341 -4.398 7.017 -0.567
C 4.035 -3.245 7.052 0.503
O 4.957 -2.249 7.078 -0.356
C 4.309 -0.973 7.207 -0.161
C 2.890 -1.188 6.694 -0.382
C 2.641 -2.645 7.083 -0.432
H 4.328 -0.672 8.257 0.294
H 4.855 -0.243 6.623 0.019
H 2.176 -0.480 7.109 0.362
H 2.873 -1.084 5.608 0.168
H 2.249 -2.745 8.096 0.254
H 1.990 -3.173 6.392 0.306
O -1.812 -7.003 -3.662 -0.547
C -1.639 -6.069 -2.944 0.413
O -2.649 -5.222 -2.597 -0.384
C -2.142 -4.136 -1.813 -0.032
C -0.836 -4.642 -1.211 -0.478
C -0.348 -5.602 -2.296 -0.426
H -1.983 -3.279 -2.474 -0.013
H -2.885 -3.870 -1.063 0.299
H -0.138 -3.842 -0.971 0.282
H -1.044 -5.196 -0.295 0.298
H 0.249 -5.096 -3.056 0.254
H 0.209 -6.450 -1.909 0.325
```



Record 4
A cluster of 2 separate species, C7H17NO in total at a distorted geometry, computed with ωB97M-V with the def2-TZVPD basis set.

SMILES string: CCC(N)=O.CC(C)C
Frontier orbital gap: 10.39 eV

Structure (XYZ):
```
26
Properties=species:S:1:pos:R:3:nbo_charge:R:1
C -0.723 2.481 0.676 -0.595
C 0.806 2.241 0.449 -0.494
C 1.238 1.990 -1.024 0.659
N 0.558 2.233 -2.214 -0.836
O 2.412 1.604 -1.178 -0.624
H -1.069 2.290 1.669 0.216
H -1.342 1.998 0.125 0.189
H -0.899 3.619 0.500 0.192
H 1.161 3.119 0.931 0.240
H 1.177 1.386 1.179 0.244
H 0.940 1.755 -3.087 0.419
H -0.430 2.459 -2.235 0.388
C -0.158 -1.680 -1.255 -0.625
C -0.085 -2.206 0.223 -0.225
C 0.719 -1.282 1.284 -0.618
C -1.361 -2.751 0.834 -0.641
H -1.018 -0.931 -1.381 0.196
H -0.475 -2.434 -2.070 0.219
H 0.654 -1.084 -1.651 0.227
H 0.721 -3.177 0.274 0.192
H 0.188 -0.386 1.475 0.187
H 0.730 -1.620 2.300 0.217
H 1.710 -0.793 0.909 0.225
H -2.503 -2.477 0.549 0.216
H -1.400 -3.831 0.725 0.218
H -1.551 -2.522 1.992 0.214
```